[1]
A structure of composition C24H42IrO2P2 at a distorted geometry. Source: the OMol25 dataset; level of theory: ωB97M-V with the def2-TZVPD basis set.

Positions of all 71 atoms, in Å:
1 Ir 0.14387 -0.70204 0.88346
2 C -0.88208 -1.87709 2.48957
3 C 0.44821 -2.33898 2.13492
4 C 0.62932 -0.46114 3.52431
5 C -0.73359 -0.77045 3.41227
6 C 1.37319 -1.34154 2.64607
7 C -2.15103 -2.61016 2.21668
8 H -2.05234 -3.23178 1.32493
9 H -2.98252 -1.90828 2.08439
10 H -2.39891 -3.26666 3.06069
11 C -1.83886 -0.13937 4.15161
12 H -2.80664 -0.36842 3.69060
13 H -1.70051 0.95355 4.20812
14 H -1.85800 -0.52353 5.18333
15 C 1.22849 0.52738 4.43592
16 H 1.21294 0.13097 5.46437
17 H 0.65152 1.46510 4.43960
18 H 2.27339 0.73275 4.17373
19 C 2.85733 -1.43792 2.56030
20 H 3.25106 -1.99623 3.41971
21 H 3.31655 -0.44361 2.57166
22 H 3.15341 -1.96114 1.64764
23 C 0.81253 -3.68060 1.60746
24 H 1.00238 -4.39816 2.41803
25 H 1.71827 -3.61012 1.00368
26 H 0.00435 -4.07668 0.99200
27 C -1.52896 1.29411 -3.33349
28 C -1.82252 -0.01415 -3.48934
29 C -1.17035 -0.93380 -4.47210
30 C 0.34644 -0.67583 -4.71035
31 C 1.14084 -0.25681 -3.51567
32 C 1.48015 1.03452 -3.29635
33 C 0.83592 2.22883 -3.95389
34 C -0.68758 2.11093 -4.27269
35 H -1.68197 -0.86274 -5.45251
36 H 0.45954 0.03463 -5.54526
37 H -1.29623 -1.98140 -4.14815
38 H -0.81164 1.80346 -5.32393
39 H -2.08228 1.87617 -2.58426
40 H -2.72972 -0.40887 -3.02031
41 H -1.08997 3.13850 -4.22073
42 H 0.97851 3.11270 -3.30476
43 H 2.37518 1.30792 -2.72758
44 H 1.36957 2.47034 -4.89057
45 H 0.78161 -1.62028 -5.07381
46 H 1.58456 -1.07852 -2.94604
47 P -1.40395 0.20366 -0.44589
48 C -2.86606 1.00967 0.19074
49 C -1.63425 -1.48321 -1.10843
50 P 1.52241 0.79657 -0.07059
51 C -0.06124 1.39931 -0.87878
52 C 2.85039 -0.25802 -0.71685
53 C 2.22685 2.19338 0.79217
54 H -2.56214 1.72883 0.96859
55 H -3.53458 0.24846 0.61600
56 H -3.38088 1.53929 -0.62639
57 H -1.02829 -1.63281 -2.01184
58 H -2.70460 -1.62038 -1.31050
59 H -1.30280 -2.21641 -0.34751
60 H 2.57807 2.93062 0.05219
61 H 3.06971 1.81614 1.38880
62 H 1.44808 2.63461 1.43566
63 H -0.32031 2.42646 -0.57550
64 H 0.15037 1.33664 -1.94413
65 H 3.71049 -0.13166 -0.04275
66 H 3.15176 -0.02064 -1.73795
67 H 2.51496 -1.30466 -0.67566
68 O -0.90444 2.91097 4.10421
69 C -0.88728 3.28412 2.90388
70 O -0.69881 2.59997 1.85269
71 H -1.05690 4.36358 2.72460

total energy = -1876.690941 a.u.
F_max = 2.58 eV/A
Kohn-Sham gap (spin up / spin down) = 5.0 / 5.3 eV
spin multiplicity = 5
HOMO level (spin up / spin down) = -7.898 / -10.507 eV
net charge = +1

Here are the Mulliken charges for atoms 1 to 4, given in e: 0.1299 0.5117 0.6787 0.7999

***

[2]
A structure of composition C9H21ClCoNO5P2 at a distorted geometry. Source: the OMol25 dataset; level of theory: ωB97M-V with the def2-TZVPD basis set.

Positions of all 40 atoms, in Å:
1 C 0.32530 -0.16079 -5.71402
2 C 0.20388 0.25482 -4.27102
3 H 1.38909 -0.19404 -5.96302
4 H -0.15591 0.58977 -6.35976
5 H -0.10171 -1.16455 -5.85156
6 O 1.11712 0.59763 -3.54906
7 Cl -1.46811 0.17297 -3.70627
8 Co 0.13728 -0.03523 0.43758
9 P -0.17850 1.99629 0.40795
10 C 1.01674 3.09741 1.26818
11 C -0.19261 2.64752 -1.30228
12 H -0.35470 3.73791 -1.31332
13 H -1.79182 3.72140 0.99884
14 H -0.98599 2.12550 -1.85224
15 H -2.56317 2.13885 0.68992
16 H 2.02524 2.90554 0.87989
17 H 0.74945 2.36230 -1.79188
18 C -1.71467 2.64006 1.16363
19 H 0.75437 4.15107 1.09740
20 H -1.67604 2.39615 2.23347
21 H 0.97004 2.85917 2.34282
22 P -0.00534 -2.05213 0.68316
23 C 1.27966 -2.88160 1.69680
24 C -1.47885 -2.69276 1.54812
25 H -0.75646 -2.51370 -1.55177
26 H -0.06000 -3.98822 -0.77469
27 H 1.01770 -2.67863 -1.40247
28 C 0.05502 -2.90598 -0.92544
29 H -2.36710 -2.32526 1.02510
30 H -1.45968 -3.78947 1.51231
31 H 1.12255 -3.96605 1.64382
32 H 1.16884 -2.52107 2.73316
33 H -1.44277 -2.30387 2.57746
34 H 2.27094 -2.63477 1.29818
35 C 1.49241 0.10215 1.55978
36 O 2.40199 0.18069 2.27533
37 O 0.35035 1.12795 4.39088
38 N -0.18308 0.02909 4.06341
39 O 0.37388 -1.06199 4.37691
40 O -1.28534 0.03586 3.42472

total energy = -3311.270205 a.u.
F_max = 8.38 eV/A
Kohn-Sham gap (spin up / spin down) = 7.8 / 5.2 eV
spin multiplicity = 5
HOMO level (spin up / spin down) = -16.434 / -16.432 eV
net charge = +2

Here are the Mulliken charges for atoms 1 to 4, given in e: -1.0276 0.7519 0.3060 0.3276

***

[3]
A cluster of 4 separate species, C34H38Cl2F27N3O7P2S in total at a distorted geometry. Source: the OMol25 dataset; level of theory: ωB97M-V with the def2-TZVPD basis set.

Positions of all 114 atoms, in Å:
1 C -1.73890 -0.15507 1.16732
2 C -1.82538 -0.69233 -0.27339
3 O -1.18468 0.19315 -1.19520
4 C 0.17423 -0.21900 -1.34540
5 C 0.95828 0.86676 -2.09002
6 C 2.30617 0.26155 -2.55560
7 C 3.26249 -0.07922 -1.37363
8 C 4.34080 1.04528 -1.15292
9 C 4.12886 1.75042 0.16779
10 C 4.44250 1.16369 1.38008
11 S 5.09728 -0.47977 1.62997
12 O 5.72357 -0.46901 2.94182
13 O 4.03803 -1.46782 1.58326
14 C 6.48568 -0.91047 0.46234
15 F 5.99317 -1.55392 -0.57795
16 F 7.26258 -1.75086 1.10259
17 F 7.21080 0.12039 0.10903
18 C 4.21541 1.89043 2.60043
19 C 3.68117 3.15408 2.60169
20 C 3.40644 3.89909 3.89723
21 C 4.29243 3.51301 5.09169
22 C 5.80449 3.44744 4.79281
23 Cl 3.69864 2.02540 5.94583
24 C 3.32943 3.79048 1.35213
25 N 2.77007 5.02756 1.41696
26 C 2.45335 5.47876 0.21195
27 P 1.61278 7.14109 0.22437
28 N 0.15883 7.15170 -0.38095
29 C 2.70045 4.78261 -1.03183
30 P 2.27244 5.33690 -2.77029
31 O 0.62741 5.17936 -2.70005
32 Cl 2.74778 7.36687 -2.90938
33 N 3.25788 3.59170 -1.05829
34 C 3.56286 3.07429 0.15611
35 H -0.77892 -0.44656 1.60224
36 H -1.76317 0.93847 1.11616
37 H -2.56977 -0.48501 1.79269
38 H -1.35587 -1.68783 -0.28849
39 H -2.84646 -0.83795 -0.61983
40 H 0.58608 -0.35111 -0.33349
41 H 0.22952 -1.19474 -1.85193
42 H 1.16638 1.73542 -1.45941
43 H 0.39182 1.13604 -2.98563
44 H 2.81195 0.89766 -3.28701
45 H 2.08486 -0.69315 -3.05037
46 H 2.71521 -0.24690 -0.44420
47 H 3.76693 -1.00637 -1.65584
48 H 4.25780 1.72451 -1.99971
49 H 5.32504 0.58300 -1.22947
50 H 4.48027 1.41274 3.53438
51 H 2.36424 3.71001 4.17824
52 H 3.53405 4.97323 3.74044
53 H 4.16305 4.30674 5.83137
54 H 6.09883 2.40140 4.66311
55 H 6.03767 3.96072 3.85639
56 H 6.39677 3.84377 5.61861
57 H 2.52822 8.04389 -0.36164
58 H 1.54471 7.53589 1.58774
59 H -0.09135 6.23291 -0.73231
60 H 0.27514 5.16515 -3.59622
61 F -4.70638 -0.43155 -4.13998
62 C -3.51216 0.17510 -3.97294
63 F -3.70816 1.49362 -4.21581
64 C -2.43908 -0.37079 -4.91805
65 F -2.74544 -0.08129 -6.20134
66 F -1.29882 0.31263 -4.62901
67 C -2.07658 -1.86744 -4.80986
68 O -2.65873 -2.79562 -5.72794
69 C -3.90272 -3.36675 -5.50351
70 F -4.32084 -3.14238 -4.24499
71 F -3.73955 -4.69946 -5.61792
72 C -4.93825 -2.94570 -6.55126
73 F -5.07615 -1.60985 -6.60960
74 F -6.14268 -3.47022 -6.22824
75 H -3.20167 0.06619 -2.92937
76 H -1.01562 -1.90982 -5.05487
77 H -2.14768 -2.22590 -3.78276
78 H -4.64465 -3.30531 -7.53951
79 F -8.88183 1.53213 -0.58410
80 C -9.35551 1.01930 -1.73276
81 F -10.70688 1.01811 -1.64039
82 C -8.86813 -0.41016 -1.99352
83 F -9.36874 -1.25515 -1.06674
84 F -9.41429 -0.77550 -3.18636
85 C -7.34933 -0.64973 -2.12779
86 O -6.62532 -1.12975 -0.99279
87 C -6.15999 -0.25293 -0.02691
88 F -6.25514 1.01703 -0.45173
89 F -4.83742 -0.49959 0.11407
90 C -6.81480 -0.47416 1.34005
91 F -8.15215 -0.37726 1.27273
92 F -6.37430 0.46641 2.20627
93 H -9.07079 1.67878 -2.55752
94 H -7.25517 -1.45985 -2.85041
95 H -6.84406 0.19909 -2.58700
96 H -6.55945 -1.46343 1.72630
97 F 1.99532 -6.60310 2.82812
98 C 3.18610 -6.11052 2.44570
99 F 3.98269 -7.17142 2.16684
100 C 3.85340 -5.24863 3.52294
101 F 4.18147 -6.00395 4.59373
102 F 5.02580 -4.82056 2.97805
103 C 3.11568 -3.98091 4.00443
104 O 2.36371 -4.04141 5.22156
105 C 1.05428 -4.49088 5.25797
106 F 0.53875 -4.59339 4.02019
107 F 0.33788 -3.53775 5.89005
108 C 0.90091 -5.78195 6.06850
109 F 1.68484 -6.76582 5.59647
110 F -0.38160 -6.20797 5.99928
111 H 3.05036 -5.53552 1.52530
112 H 3.90784 -3.26968 4.23648
113 H 2.54457 -3.51346 3.20318
114 H 1.16234 -5.60491 7.11380

total energy = -6706.953845 a.u.
structure (SMILES) = CCOCCCCCc1c(S(=O)(=O)C(F)(F)F)cc(C[C@H](C)Cl)c2nc([PH2]=N)c(P(O)Cl)nc12.FC(F)C(F)(F)COC(F)(F)C(F)F.FC(F)C(F)(F)COC(F)(F)C(F)F.FC(F)C(F)(F)COC(F)(F)C(F)F
F_max = 3.99 eV/A
Kohn-Sham gap = 7.3 eV
HOMO level = -8.957 eV

Here are the Mulliken charges for atoms 1 to 4, given in e: -1.4253 0.1461 -0.3633 -0.5562

***

[4]
A structure of composition C12H30HfIO3P2Si at a distorted geometry. Source: the OMol25 dataset; level of theory: ωB97M-V with the def2-TZVPD basis set.

Positions of all 50 atoms, in Å:
1 C -0.00161 -0.11347 -6.56287
2 C 0.00971 1.07529 -5.75781
3 H -0.00025 0.17690 -7.62744
4 H -0.88770 -0.70645 -6.29018
5 H 0.87660 -0.72008 -6.29507
6 O 0.01716 1.83619 -4.86022
7 I -0.01774 -1.51218 -2.51479
8 Hf -0.00123 -0.17686 -0.12601
9 P 2.57009 0.06255 -0.46389
10 C 3.63113 1.25555 0.39521
11 C 3.24043 -1.52302 0.18025
12 H 4.33164 -1.42247 0.23146
13 H 4.41426 -0.19416 -1.96409
14 H 2.97582 -2.34869 -0.48936
15 H 2.87433 -0.65737 -2.78897
16 H 3.46308 1.23146 1.48029
17 H 2.83073 -1.72325 1.17666
18 C 3.35193 0.06400 -2.11241
19 H 4.68321 1.01805 0.16770
20 H 3.26768 1.07111 -2.53800
21 H 3.38394 2.25332 0.00898
22 P -2.56920 0.10948 -0.46017
23 C -3.60642 1.32433 0.39711
24 C -3.35158 0.12220 -2.10816
25 H -3.01593 -2.29412 -0.47688
26 H -4.35802 -1.34233 0.23581
27 H -2.86545 -1.66442 1.18689
28 C -3.26851 -1.46130 0.18841
29 H -2.88773 -0.60855 -2.78422
30 H -4.41816 -0.11682 -1.95863
31 H -4.66259 1.11192 0.16404
32 H -3.33422 2.31698 0.01466
33 H -3.24968 1.12676 -2.53580
34 H -3.44424 1.29383 1.48287
35 C 0.01609 2.03324 -0.21370
36 O 0.02602 3.17212 0.06986
37 C -1.53580 0.60143 3.66912
38 Si -0.00311 -0.43288 3.30169
39 C 1.53445 0.59779 3.66396
40 C -0.00249 -1.92596 4.44057
41 O -0.00608 -0.88529 1.69281
42 H -1.52447 0.76594 4.76381
43 H -2.45458 0.03796 3.42733
44 H -1.59813 1.58498 3.17214
45 H 1.51898 0.77487 4.75688
46 H 2.45136 0.02640 3.43246
47 H 1.60396 1.57548 3.15590
48 H -0.88607 -2.56946 4.28194
49 H 0.88124 -2.56929 4.28213
50 H -0.00289 -1.65174 5.50771

total energy = -2017.994460 a.u.
F_max = 8.66 eV/A
Kohn-Sham gap = 6.5 eV
HOMO level = -17.929 eV
net charge = +3

Here are the Mulliken charges for atoms 1 to 4, given in e: -0.6335 0.6983 0.3650 0.3398

***

[5]
An isolated molecule of BrHIP at a distorted geometry. Source: the OMol25 dataset; level of theory: ωB97M-V with the def2-TZVPD basis set.

Positions of all 4 atoms, in Å:
1 P 0.07485 0.72236 -0.41629
2 Br 1.32024 0.60406 1.29263
3 I -2.16066 -0.85809 0.30832
4 H 0.76556 -0.46833 -1.18466

total energy = -3213.575463 a.u.
F_max = 3.05 eV/A
Kohn-Sham gap (spin up / spin down) = 7.7 / 5.9 eV
spin multiplicity = 3
HOMO level (spin up / spin down) = -7.211 / -9.631 eV

So, what does the Mulliken scheme give us? The charges, in e, come out as: -0.0986 -0.0649 0.0464 0.1171

***

[6]
A cluster of 2 separate species, C3H4NO2S in total at a distorted geometry. Source: the OMol25 dataset; level of theory: ωB97M-V with the def2-TZVPD basis set.

Positions of all 11 atoms, in Å:
1 C 2.24632 -0.15637 -0.32747
2 C 1.59898 0.17519 0.86080
3 C -0.89743 0.43069 -0.44921
4 N 2.82757 -0.48561 -1.28844
5 O -2.16752 -1.73509 -0.63305
6 O -3.11032 -0.01606 0.81758
7 S -2.39354 -0.29404 -0.46735
8 H 1.29078 -0.63677 1.57360
9 H 1.85869 1.18485 1.21484
10 H -0.11267 0.14070 -1.20600
11 H -1.14085 1.39250 -0.09529

total energy = -720.039840 a.u.
F_max = 3.20 eV/A
Kohn-Sham gap (spin up / spin down) = 5.8 / 7.3 eV
HOMO level (spin up / spin down) = -3.471 / -4.314 eV
net charge = -1

Here are the Mulliken charges for atoms 1 to 4, given in e: 0.5645 -0.8652 -0.5910 -0.5015

***

[7]
An isolated molecule of C5H6O. Source: the OMol25 dataset; level of theory: ωB97M-V with the def2-TZVPD basis set.

Positions of all 12 atoms, in Å:
1 C 1.95864 0.32725 0.74448
2 C 1.45099 -0.28286 -0.16084
3 C 0.41695 -0.89088 -0.99183
4 C -0.86082 -0.54469 -0.16890
5 C -1.14725 0.88109 0.31310
6 O -1.55726 -1.45020 0.22332
7 H 2.40329 0.85551 1.55364
8 H 0.46326 -0.54318 -2.03482
9 H 0.49442 -1.98456 -1.01542
10 H -2.22522 1.05158 0.24782
11 H -0.60745 1.68031 -0.20052
12 H -0.89046 0.94660 1.37814

total energy = -269.277405 a.u.
structure (SMILES) = C#CCC(C)=O
F_max = 0.72 eV/A
Kohn-Sham gap = 10.5 eV
HOMO level = -9.659 eV

Here are the Mulliken charges for atoms 1 to 4, given in e: -0.0306 -0.4263 -0.4375 0.5670

***

Question: Which value of total energy does entry 7 give?
Answer: -269.277405 a.u.